Entry 1:
Below is a structure of composition C25H49CoNO2SSi2 in a non-equilibrium geometry, with properties calculated with wB97M-V/def2-TZVPD.

Positions of all 81 atoms, in Å:
O  -1.462  2.926  0.058
O  -0.296  2.698  -1.903
C  -2.805  2.850  0.656
C  -2.976  1.606  1.486
H  -3.538  2.909  -0.159
H  -2.923  3.748  1.278
H  -2.121  1.461  2.145
H  -3.094  0.737  0.841
H  -3.863  1.672  2.124
C  -0.402  3.271  1.028
C  0.271  4.522  0.550
H  0.293  2.408  1.070
H  -0.888  3.395  2.009
H  0.747  4.415  -0.427
H  1.045  4.782  1.265
H  -0.417  5.366  0.513
C  1.168  2.890  -2.408
C  -1.258  3.332  -2.867
C  2.141  2.059  -1.628
H  1.363  3.963  -2.324
H  1.177  2.617  -3.477
H  2.051  2.174  -0.543
H  3.167  2.363  -1.878
H  2.081  0.999  -1.884
C  -1.287  4.776  -2.475
H  -2.216  2.825  -2.707
H  -0.913  3.148  -3.891
H  -1.535  4.905  -1.421
H  -2.048  5.276  -3.055
H  -0.336  5.271  -2.676
H  -0.704  3.170  -1.061
Co  0.274  -1.759  0.319
C  -0.450  -0.287  -0.455
Si  -1.335  -0.539  -2.138
H  0.447  0.356  -0.616
H  -1.090  0.274  0.243
C  -3.060  0.189  -2.160
C  -1.533  -2.391  -2.216
C  -0.360  -0.042  -3.649
C  -0.104  -3.697  0.242
Si  0.393  -4.597  1.812
H  0.426  -4.096  -0.652
H  -1.184  -3.836  0.036
C  0.442  -6.422  1.395
C  -0.901  -4.318  3.136
C  2.068  -4.050  2.447
H  -0.459  -0.883  -4.348
H  0.711  0.100  -3.474
H  -0.760  0.841  -4.155
H  -3.727  -0.465  -1.583
H  -3.411  0.176  -3.200
H  -3.165  1.212  -1.780
H  -2.170  -2.725  -1.388
H  -0.555  -2.890  -2.183
H  -2.022  -2.603  -3.176
H  -1.878  -4.083  2.695
H  -0.625  -3.506  3.819
H  -0.998  -5.246  3.717
H  2.000  -3.189  3.125
H  2.755  -3.791  1.630
H  2.503  -4.892  3.007
H  0.202  -7.004  2.294
H  1.439  -6.717  1.044
H  -0.287  -6.670  0.614
S  1.272  0.099  4.049
C  -0.388  -0.310  4.199
C  -0.913  -0.898  3.050
C  0.085  -1.036  2.063
C  1.323  -0.533  2.434
C  2.434  -0.605  1.514
C  3.726  -0.110  1.683
C  4.657  -0.255  0.660
C  4.291  -0.904  -0.522
C  2.991  -1.391  -0.665
N  2.103  -1.269  0.356
H  -0.924  -0.107  5.122
H  -1.931  -1.246  2.896
H  3.958  0.364  2.637
H  5.669  0.136  0.788
H  5.002  -1.035  -1.334
H  2.636  -1.882  -1.568

## Properties
- E: -3546.9245 hartree
- Energy above the lowest of the compared OMol25 structures with the same formula, charge and spin: 101.2 kcal/mol
- 2S+1: 4

Atom charges from the Mulliken analysis, given in e for atoms 1 to 8: -0.16 0.59 -0.56 -0.97 0.40 0.43 0.24 0.08

---

Entry 2:
Below is a structure of composition C25H49F12Mn2N7O19S4 in a non-equilibrium geometry, with properties calculated with wB97M-V/def2-TZVPD.

Positions of all 118 atoms, in Å:
Mn  -39.524  30.246  33.719
Mn  -38.105  26.539  30.896
C  -35.400  27.778  34.446
F  -36.031  26.875  35.226
F  -34.847  28.728  35.096
F  -34.426  27.262  33.718
S  -36.695  28.603  33.236
O  -37.750  29.325  33.963
O  -35.897  29.517  32.405
O  -37.283  27.506  32.409
C  -42.327  26.617  32.403
F  -42.549  25.309  32.065
F  -42.383  27.286  31.308
F  -43.310  27.032  33.213
S  -40.540  26.939  33.221
O  -40.465  28.419  33.562
O  -40.411  26.080  34.373
O  -39.615  26.523  32.096
C  -39.566  26.150  26.834
F  -38.343  25.812  26.399
F  -39.609  27.506  27.086
F  -40.401  25.863  25.787
S  -39.902  25.060  28.404
O  -39.918  23.640  28.105
O  -38.748  25.430  29.256
O  -41.129  25.531  28.975
C  -38.384  30.744  29.167
F  -37.105  30.641  29.519
F  -38.802  31.975  29.402
F  -38.620  30.321  27.904
S  -39.492  29.640  30.244
O  -40.847  29.875  29.686
O  -38.980  28.267  30.088
O  -39.344  30.099  31.646
C  -41.836  29.698  26.496
O  -41.558  30.785  25.988
N  -42.873  28.985  26.040
C  -43.148  27.761  26.758
C  -43.745  29.272  24.861
H  -41.319  29.285  27.376
H  -42.495  27.695  27.628
H  -42.933  26.858  26.186
H  -44.198  27.630  27.021
H  -44.764  29.377  25.234
H  -43.540  30.111  24.196
H  -43.725  28.364  24.259
C  -38.857  31.215  22.554
O  -39.579  31.622  21.644
N  -38.972  30.012  23.177
C  -38.180  29.588  24.361
C  -40.016  29.079  22.740
H  -38.031  31.833  22.939
H  -37.399  30.329  24.533
H  -37.707  28.630  24.140
H  -38.805  29.431  25.240
H  -40.680  29.462  21.966
H  -39.423  28.211  22.452
H  -40.635  28.752  23.575
C  -34.505  32.646  30.505
O  -34.296  33.759  31.018
N  -34.005  32.328  29.313
C  -33.908  31.024  28.768
C  -33.301  33.364  28.522
H  -34.915  31.786  31.056
H  -34.357  31.104  27.778
H  -34.333  30.225  29.375
H  -32.839  30.852  28.645
H  -32.236  33.142  28.467
H  -33.846  33.300  27.579
H  -33.511  34.397  28.800
C  -35.382  27.021  29.253
O  -36.488  27.216  29.765
N  -34.969  27.473  28.027
C  -33.583  27.246  27.535
C  -35.742  28.237  27.117
H  -34.580  26.498  29.796
H  -32.925  28.111  27.615
H  -33.569  27.080  26.458
H  -33.106  26.356  27.945
H  -35.747  27.766  26.135
H  -36.661  28.529  27.624
H  -35.298  29.225  26.989
C  -43.677  30.106  31.852
O  -43.742  30.766  32.898
N  -44.704  29.716  31.056
C  -44.425  29.082  29.764
C  -46.100  29.797  31.482
H  -42.719  29.909  31.345
H  -44.636  28.013  29.747
H  -43.364  28.969  29.543
H  -44.905  29.615  28.943
H  -46.460  30.824  31.409
H  -46.806  29.099  31.033
H  -46.272  29.557  32.531
C  -39.028  35.407  26.609
O  -39.074  36.658  26.587
N  -39.729  34.574  25.857
C  -40.638  35.187  24.906
C  -39.698  33.126  26.119
H  -38.421  34.857  27.345
H  -41.620  34.835  25.222
H  -40.471  34.948  23.856
H  -40.728  36.270  25.000
H  -40.723  32.783  26.255
H  -39.289  32.643  25.232
H  -39.057  32.783  26.931
C  -38.132  33.278  33.206
O  -38.516  32.103  33.236
N  -37.014  33.670  33.825
C  -36.138  32.828  34.566
C  -36.633  35.083  33.888
H  -38.644  34.100  32.682
H  -36.526  31.812  34.641
H  -35.883  33.110  35.588
H  -35.192  32.773  34.029
H  -36.278  35.405  34.867
H  -35.758  35.187  33.246
H  -37.303  35.815  33.438

## Properties
- E: -7888.1066 hartree
- 2S+1: 11

Atom charges from the Mulliken analysis, given in e for atoms 1 to 8: 0.99 0.24 0.33 -0.17 -0.17 -0.17 0.87 -0.50

---

Entry 3:
Below is a cluster of 3 separate species, C25H49IN3O7S3 in total in a non-equilibrium geometry, with properties calculated with wB97M-V/def2-TZVPD.

Positions of all 88 atoms, in Å:
O  -0.151  -0.459  1.766
S  -0.313  -1.078  0.480
O  0.336  -2.314  0.170
C  0.070  0.175  -0.740
C  1.560  0.465  -1.002
S  2.731  -0.097  0.264
N  1.657  1.988  -1.089
C  2.997  2.562  -1.536
C  2.718  3.951  -2.098
C  3.988  4.794  -2.139
C  3.999  6.053  -1.386
O  4.749  4.776  -0.996
C  3.718  1.639  -2.540
I  5.825  1.784  -2.313
O  3.430  0.273  -2.445
C  2.044  -0.041  -2.368
C  1.937  -1.539  -2.645
C  0.554  -2.034  -3.065
C  -0.055  -1.215  -4.213
C  -1.522  -0.891  -3.957
C  -2.337  -0.544  -5.192
C  -3.806  -0.325  -4.826
C  -3.901  1.000  -4.078
S  -3.584  2.458  -5.113
C  -2.013  2.827  -4.466
N  -1.543  2.632  -3.281
N  -0.198  3.015  -3.333
C  0.006  3.431  -4.523
O  -1.081  3.331  -5.308
H  -1.639  -1.236  0.267
H  -0.458  -0.044  -1.669
H  -0.398  1.071  -0.324
H  2.032  0.357  1.314
H  0.941  2.313  -1.752
H  1.432  2.389  -0.178
H  3.603  2.670  -0.639
H  2.025  4.481  -1.445
H  2.325  3.867  -3.113
H  4.517  4.823  -3.087
H  3.432  6.225  -0.484
H  4.800  6.726  -1.657
H  3.525  2.001  -3.555
H  1.528  0.549  -3.139
H  2.623  -1.707  -3.477
H  2.336  -2.092  -1.795
H  -0.130  -2.069  -2.220
H  0.657  -3.070  -3.386
H  0.496  -0.286  -4.364
H  0.000  -1.786  -5.141
H  -1.587  -0.064  -3.241
H  -1.982  -1.756  -3.468
H  -1.934  0.379  -5.615
H  -2.246  -1.352  -5.918
H  -4.446  -0.375  -5.705
H  -4.123  -1.097  -4.121
H  -3.131  1.013  -3.314
H  -4.851  1.161  -3.575
H  0.919  3.817  -4.943
C  1.654  -0.951  4.319
C  2.235  -0.519  5.654
O  1.378  0.320  6.402
C  0.115  -0.225  6.747
C  0.185  -1.492  7.581
H  1.393  -0.078  3.720
H  2.379  -1.555  3.770
H  0.750  -1.549  4.434
H  3.139  0.070  5.494
H  2.534  -1.396  6.240
H  -0.488  -0.395  5.846
H  -0.383  0.562  7.313
H  0.667  -2.312  7.046
H  -0.822  -1.816  7.846
H  0.746  -1.314  8.499
C  -3.725  -3.678  5.807
C  -4.291  -3.953  4.425
O  -4.185  -2.860  3.525
C  -2.876  -2.405  3.258
C  -1.958  -3.449  2.640
H  -4.213  -2.812  6.254
H  -3.888  -4.541  6.451
H  -2.651  -3.483  5.781
H  -5.360  -4.151  4.496
H  -3.831  -4.850  3.995
H  -2.417  -1.988  4.163
H  -3.008  -1.569  2.567
H  -1.789  -4.297  3.303
H  -0.986  -3.004  2.429
H  -2.382  -3.837  1.711

## Properties
- Net charge: +1
- E: -3164.7847 hartree

Atom charges from the Mulliken analysis, given in e for atoms 1 to 8: -0.54 1.07 -0.57 0.17 0.81 -0.08 -0.17 -0.31

---

Entry 4:
Below is a cluster of 7 separate species, C25H49NO22 in total, with properties calculated with wB97M-V/def2-TZVPD.

Positions of all 97 atoms, in Å:
C  5.985  1.984  1.441
C  4.612  2.111  2.057
O  3.893  1.159  2.224
O  4.284  3.381  2.446
C  3.137  3.922  1.781
C  1.790  3.382  2.275
C  0.768  3.261  1.137
C  -0.643  2.978  1.707
N  -1.023  1.567  1.441
C  -1.918  1.031  2.346
O  -1.758  0.016  2.980
O  -3.080  1.776  2.428
H  6.700  2.067  2.263
H  6.160  2.763  0.703
H  6.097  0.993  1.015
H  3.163  4.990  1.991
H  3.229  3.834  0.694
H  1.896  2.437  2.805
H  1.376  4.093  2.994
H  0.725  4.211  0.604
H  1.038  2.441  0.472
H  -1.361  3.655  1.248
H  -0.638  3.165  2.785
H  -0.193  0.985  1.436
H  -3.125  2.133  3.325
C  -6.126  0.986  0.256
O  -7.518  1.014  0.588
C  -7.972  2.182  1.035
O  -7.345  3.201  1.175
O  -9.269  2.035  1.303
C  -9.910  3.215  1.797
H  -5.917  -0.022  -0.092
H  -5.907  1.696  -0.541
H  -5.519  1.195  1.133
H  -9.856  4.016  1.062
H  -9.456  3.534  2.733
H  -10.949  2.949  1.968
C  5.823  -2.297  -0.163
O  6.861  -2.943  -0.901
C  7.192  -2.323  -2.034
O  6.701  -1.306  -2.448
O  8.159  -3.023  -2.623
C  8.618  -2.470  -3.860
H  5.652  -2.894  0.728
H  6.128  -1.294  0.130
H  4.905  -2.253  -0.746
H  9.034  -1.476  -3.707
H  7.808  -2.428  -4.586
H  9.395  -3.132  -4.229
C  -0.308  -2.332  1.867
O  -0.387  -3.762  1.935
C  0.086  -4.283  3.062
O  0.562  -3.673  3.983
O  -0.054  -5.610  2.998
C  0.418  -6.303  4.153
H  -0.721  -2.046  0.902
H  -0.888  -1.865  2.654
H  0.732  -2.008  1.921
H  -0.134  -5.995  5.039
H  1.482  -6.130  4.298
H  0.245  -7.360  3.968
C  -4.433  4.217  1.110
O  -3.971  4.922  -0.053
C  -4.067  6.244  0.030
O  -4.484  6.870  0.970
O  -3.614  6.768  -1.112
C  -3.661  8.194  -1.161
H  -4.295  3.166  0.913
H  -3.839  4.496  1.981
H  -5.481  4.412  1.286
H  -3.042  8.627  -0.377
H  -4.685  8.549  -1.065
H  -3.268  8.481  -2.132
C  10.818  -5.887  -7.100
O  10.966  -5.285  -8.388
C  10.723  -3.976  -8.413
O  10.404  -3.299  -7.470
O  10.895  -3.545  -9.661
C  10.665  -2.145  -9.836
H  11.043  -6.941  -7.228
H  11.517  -5.450  -6.389
H  9.797  -5.775  -6.739
H  11.358  -1.563  -9.231
H  9.639  -1.889  -9.580
H  10.839  -1.937  -10.888
C  -9.283  -1.264  1.150
O  -9.656  -2.646  1.251
C  -9.380  -3.201  2.426
O  -8.868  -2.653  3.367
O  -9.769  -4.477  2.388
C  -9.528  -5.199  3.596
H  -9.559  -0.935  0.153
H  -9.822  -0.671  1.885
H  -8.215  -1.150  1.286
H  -10.074  -4.754  4.426
H  -8.463  -5.226  3.822
H  -9.888  -6.210  3.426

## Properties
- E: -2692.0682 hartree
- SMILES: CC(=O)OCCCCNC(=O)O.COC(=O)OC.COC(=O)OC.COC(=O)OC.COC(=O)OC.COC(=O)OC.COC(=O)OC
- Energy above the lowest of the compared OMol25 structures with the same formula, charge and spin: 11.4 kcal/mol

Atom charges from the Mulliken analysis, given in e for atoms 1 to 8: -0.61 0.72 -0.52 -0.37 -0.92 -0.19 -1.05 0.04

---

Entry 5:
Below is a cluster of 8 separate species, C25H50Br6O9 in total in a non-equilibrium geometry, with properties calculated with wB97M-V/def2-TZVPD.

Positions of all 90 atoms, in Å:
C  -6.288  -9.486  3.195
C  -7.564  -10.318  3.012
O  -8.716  -9.441  3.045
C  -9.057  -9.009  4.240
C  -9.974  -7.843  4.136
O  -8.604  -9.448  5.258
H  -6.163  -8.835  2.324
H  -5.410  -10.113  3.308
H  -6.382  -8.828  4.061
H  -7.568  -10.763  2.019
H  -7.627  -11.082  3.786
H  -10.367  -7.781  3.127
H  -9.438  -6.944  4.424
H  -10.778  -7.980  4.854
C  -14.221  -10.011  9.154
C  -13.389  -10.258  7.888
O  -12.030  -9.924  7.993
C  -11.635  -8.699  8.294
C  -10.159  -8.534  8.111
O  -12.309  -7.827  8.664
H  -15.230  -10.406  9.087
H  -14.256  -8.977  9.484
H  -13.733  -10.547  9.982
H  -13.503  -11.332  7.752
H  -13.867  -9.737  7.055
H  -9.663  -9.502  8.162
H  -9.763  -7.838  8.835
H  -10.000  -8.206  7.088
C  -13.422  -17.402  2.116
C  -13.817  -15.966  2.201
O  -14.802  -15.717  3.240
C  -14.388  -15.809  4.496
C  -15.520  -15.611  5.472
O  -13.225  -15.926  4.808
H  -12.580  -17.814  2.661
H  -13.134  -17.576  1.064
H  -14.311  -18.030  2.225
H  -12.986  -15.282  2.398
H  -14.305  -15.649  1.287
H  -16.008  -14.667  5.216
H  -15.143  -15.593  6.483
H  -16.278  -16.387  5.371
C  -9.636  -6.218  11.803
C  -8.140  -6.415  11.688
O  -7.570  -6.890  12.897
C  -7.221  -5.968  13.827
C  -6.311  -6.580  14.858
O  -7.513  -4.796  13.752
H  -10.091  -6.037  10.828
H  -9.792  -5.410  12.515
H  -10.131  -7.128  12.158
H  -7.918  -7.139  10.901
H  -7.689  -5.486  11.327
H  -6.391  -7.656  14.835
H  -6.580  -6.177  15.831
H  -5.316  -6.219  14.605
C  -9.977  -15.878  6.265
C  -9.328  -14.600  5.725
C  -10.219  -13.389  5.473
O  -8.130  -14.545  5.601
H  -9.745  -15.948  7.339
H  -9.675  -16.779  5.753
H  -11.061  -15.731  6.322
H  -9.517  -12.542  5.402
H  -10.885  -13.299  6.320
H  -10.688  -13.354  4.490
Br  -16.095  -6.729  8.477
C  -15.943  -6.803  6.543
C  -17.133  -6.142  5.907
Br  -16.757  -5.902  4.015
H  -15.881  -7.864  6.323
H  -14.987  -6.386  6.242
H  -17.305  -5.171  6.338
H  -17.956  -6.839  5.970
Br  -7.124  -11.198  10.128
C  -7.014  -11.886  8.324
C  -5.595  -11.827  7.800
Br  -5.704  -12.017  5.880
H  -7.728  -11.411  7.656
H  -7.360  -12.921  8.351
H  -4.994  -12.657  8.150
H  -5.116  -10.908  8.124
Br  -13.067  -4.803  10.699
C  -13.131  -5.658  12.441
C  -13.263  -7.120  12.249
Br  -12.797  -8.026  13.909
H  -13.930  -5.209  13.016
H  -12.185  -5.409  12.904
H  -12.534  -7.496  11.543
H  -14.254  -7.387  11.900

## Properties
- E: -17103.8367 hartree
- SMILES: CCOC(C)=O.CCOC(C)=O.CCOC(C)=O.CCOC(C)=O.CC(C)=O.BrCCBr.BrCCBr.BrCCBr
- Energy above the lowest of the compared OMol25 structures with the same formula, charge and spin: 17.4 kcal/mol

Atom charges from the Mulliken analysis, given in e for atoms 1 to 8: -1.14 0.27 -0.41 0.89 -0.98 -0.54 0.34 0.37